{"formula": "C52H61BrCaF5N8O3S2Si", "method": "wB97M-V/def2-TZVPD", "elements": ["Ca", "S", "C", "C", "C", "C", "C", "C", "N", "C", "C", "C", "C", "C", "C", "C", "H", "H", "H", "H", "H", "H", "H", "H", "C", "C", "C", "C", "C", "Br", "N", "C", "H", "H", "H", "H", "H", "H", "C", "C", "C", "C", "O", "Si", "S", "O", "C", "C", "C", "C", "O", "C", "C", "C", "C", "H", "H", "H", "H", "H", "H", "H", "H", "H", "H", "H", "H", "H", "H", "H", "H", "H", "H", "H", "H", "H", "H", "H", "H", "H", "H", "H", "N", "C", "C", "C", "C", "C", "C", "C", "N", "C", "C", "N", "C", "H", "H", "H", "H", "H", "H", "H", "C", "N", "C", "C", "N", "N", "C", "C", "H", "H", "H", "H", "H", "H", "H", "H", "H", "H", "H", "H", "H", "F", "C", "C", "C", "F", "C", "F", "C", "F", "C", "F"], "coordinates": [[0.184922, 0.082355, -0.461378], [4.652770, 1.005471, 1.775369], [3.618372, 1.343411, 3.115609], [3.926197, 1.488627, 4.465521], [2.899989, 1.778742, 5.342777], [1.583859, 1.921477, 4.884685], [1.281771, 1.774467, 3.547497], [2.307847, 1.482174, 2.650135], [2.137294, 1.342290, 1.283506], [3.271575, 1.098909, 0.702884], [3.450378, 0.934940, -0.755495], [4.734824, 1.079245, -1.288320], [4.918781, 0.992342, -2.656181], [3.808021, 0.765511, -3.464799], [2.548146, 0.626241, -2.897416], [2.293319, 0.693390, -1.515238], [4.942811, 1.376612, 4.818235], [3.115169, 1.888164, 6.398190], [0.792712, 2.145808, 5.589186], [0.271670, 1.874868, 3.177593], [5.590328, 1.277651, -0.650925], [5.907656, 1.101417, -3.085652], [3.932890, 0.692101, -4.540474], [1.712378, 0.448506, -3.570448], [4.863563, 4.678077, -1.229249], [3.586256, 4.705370, -0.444278], [3.438017, 5.449282, 0.721169], [2.250383, 5.412080, 1.428722], [1.248858, 4.599447, 0.922339], [-0.417085, 4.483536, 1.849932], [1.356068, 3.881648, -0.164627], [2.495959, 3.943631, -0.849775], [5.442730, 5.588974, -1.075260], [4.666109, 4.564555, -2.294065], [5.476346, 3.827657, -0.927339], [4.256853, 6.062878, 1.078699], [2.107118, 5.973277, 2.340111], [2.547243, 3.327361, -1.739270], [-2.223886, 0.444997, 3.164036], [-1.979399, -1.047889, 2.984200], [-1.897214, -1.713479, 4.354566], [-3.116642, -1.671426, 2.182215], [-0.722843, -1.139633, 2.269170], [0.240632, -2.484920, 1.936452], [1.869881, -1.892991, 0.886151], [0.531135, -3.347143, 3.329731], [1.584287, -3.314495, 4.293797], [2.795493, -4.062793, 3.740084], [1.959308, -1.884543, 4.651890], [1.036559, -4.037904, 5.521400], [-0.829748, -3.464199, 1.138285], [-0.776725, -4.840355, 0.781443], [0.657238, -5.344351, 0.631014], [-1.502459, -5.633064, 1.865806], [-1.504511, -4.939778, -0.554586], [-3.136432, 0.617753, 3.737122], [-2.327649, 0.939057, 2.199641], [-1.387777, 0.895831, 3.700860], [-2.861445, -1.609129, 4.857532], [-1.131217, -1.241477, 4.973177], [-1.660447, -2.770428, 4.270129], [-4.071174, -1.435531, 2.660852], [-3.007259, -2.748964, 2.116796], [-3.124187, -1.271742, 1.172050], [3.139851, -3.591763, 2.820814], [2.527892, -5.098461, 3.523214], [3.608412, -4.060449, 4.469722], [2.284455, -1.343152, 3.765382], [2.775307, -1.877994, 5.377233], [1.109298, -1.358187, 5.085713], [0.679986, -5.030251, 5.240776], [0.201927, -3.481965, 5.950283], [1.811708, -4.146990, 6.282130], [1.150605, -5.414861, 1.600087], [1.238901, -4.660792, 0.015429], [0.654515, -6.333950, 0.168225], [-1.020379, -5.460925, 2.828202], [-1.481645, -6.702578, 1.643003], [-2.543308, -5.311957, 1.937125], [-0.975206, -4.349309, -1.303120], [-2.515250, -4.540363, -0.461346], [-1.561378, -5.976645, -0.895437], [-4.192001, 9.956039, -1.956413], [-3.782343, 8.896313, -2.133101], [-3.268573, 7.568877, -2.360688], [-2.898325, 6.770910, -1.278678], [-2.410699, 5.497238, -1.495900], [-2.273275, 5.027735, -2.802258], [-2.642647, 5.821452, -3.883183], [-3.146223, 7.089784, -3.661130], [-1.758803, 3.735367, -3.014117], [-2.020220, 2.860211, -4.052793], [-1.290046, 1.748245, -3.783139], [-0.575432, 1.908126, -2.616780], [-0.862547, 3.106224, -2.199285], [-3.008615, 7.140030, -0.268726], [-2.161166, 4.860849, -0.658775], [-2.517233, 5.454639, -4.892021], [-3.433888, 7.714825, -4.495165], [-2.722504, 3.091581, -4.832186], [-1.240884, 0.836984, -4.348876], [-0.450718, 3.563993, -1.318159], [-2.306209, -1.808611, -4.648934], [-1.416876, -2.871688, -4.232109], [-2.145970, -4.080731, -3.855753], [-0.355098, -2.511551, -3.372658], [-0.258326, -1.396115, -2.736338], [0.623246, -3.465198, -3.288420], [1.732981, -3.235462, -2.388388], [0.933726, -4.333721, -4.403558], [-2.939016, -2.187535, -5.452952], [-1.723485, -0.978199, -5.042967], [-2.960024, -1.443526, -3.847760], [-2.850582, -3.888022, -3.040928], [-1.454189, -4.854762, -3.535027], [-2.698522, -4.447132, -4.724027], [-1.127212, -0.876556, -2.832621], [2.473313, -2.553778, -2.823342], [2.209654, -4.194214, -2.173892], [1.396226, -2.811413, -1.448537], [0.169132, -4.263452, -5.171259], [1.013568, -5.373319, -4.071625], [1.896526, -4.047212, -4.843406], [-2.923764, -2.035564, -1.510915], [-3.333647, -0.767495, -1.196591], [-2.422507, 0.184537, -0.802726], [-3.024820, 1.365057, -0.443852], [-2.254374, 2.393335, 0.054111], [-4.380725, 1.644511, -0.490576], [-4.881994, 2.837622, -0.123250], [-5.236024, 0.648656, -0.928717], [-6.557255, 0.866025, -0.997387], [-4.706067, -0.579652, -1.281708], [-5.536904, -1.557510, -1.685728]], "atomic_forces_ev_per_a": [[0.14, -0.25, -0.07], [0.08, -0.01, 0.07], [0.02, 0.02, 0.09], [0.01, -0.03, -0.06], [-0.07, -0.01, 0.05], [0.04, -0.02, 0.03], [0.02, -0.05, 0.01], [-0.29, 0.04, -0.06], [0.19, -0.11, -0.06], [-0.08, 0.11, -0.31], [-0.10, 0.05, 0.47], [0.01, 0.00, -0.16], [0.02, 0.00, 0.00], [0.03, 0.02, 0.01], [-0.11, -0.03, -0.02], [0.49, 0.07, -0.41], [0.02, -0.01, 0.01], [0.00, 0.01, 0.00], [0.00, 0.00, 0.02], [0.06, 0.01, -0.01], [0.02, -0.02, 0.04], [0.00, 0.00, -0.01], [0.01, 0.01, -0.03], [-0.02, -0.02, 0.01], [0.04, 0.05, 0.03], [-0.08, -0.04, -0.04], [0.08, -0.01, -0.04], [-0.06, -0.08, 0.07], [0.07, 0.02, 0.15], [0.02, 0.10, -0.04], [-0.19, 0.16, -0.11], [0.10, 0.02, 0.11], [0.00, 0.01, 0.00], [-0.01, -0.02, -0.03], [0.01, -0.02, 0.02], [0.01, 0.00, 0.01], [-0.01, 0.00, -0.01], [-0.02, 0.00, -0.08], [-0.02, 0.01, 0.06], [0.20, 0.02, -0.11], [0.05, 0.06, 0.03], [0.00, 0.11, 0.02], [0.10, -0.25, 0.00], [-0.50, -0.10, 0.35], [-0.07, 0.11, -0.02], [-0.01, 0.06, -0.02], [-0.06, -0.07, -0.07], [-0.05, 0.02, 0.04], [0.04, 0.06, 0.02], [0.02, 0.00, -0.02], [0.03, 0.07, 0.04], [0.00, 0.07, 0.00], [-0.02, 0.00, 0.02], [-0.01, -0.02, -0.05], [0.01, -0.04, 0.06], [-0.04, 0.00, 0.01], [0.03, 0.03, -0.10], [-0.08, -0.06, 0.02], [0.00, 0.02, 0.02], [0.01, 0.01, -0.02], [0.00, -0.09, -0.05], [0.00, -0.01, 0.00], [0.04, -0.13, 0.01], [0.00, 0.02, 0.02], [0.01, 0.04, -0.04], [-0.01, -0.03, 0.00], [0.01, -0.01, 0.01], [0.04, 0.06, -0.09], [0.01, 0.00, 0.04], [-0.03, 0.02, 0.00], [0.02, -0.02, -0.02], [-0.02, 0.02, -0.01], [0.02, 0.01, 0.03], [0.00, 0.01, 0.05], [-0.01, 0.00, -0.06], [0.01, -0.03, 0.01], [0.03, 0.01, 0.01], [-0.01, -0.02, 0.00], [-0.01, 0.01, -0.01], [0.03, 0.00, 0.03], [-0.01, 0.02, 0.01], [0.00, -0.03, 0.00], [0.01, -0.02, -0.01], [0.03, -0.10, -0.02], [-0.07, 0.20, 0.10], [0.02, -0.05, -0.07], [-0.03, 0.04, -0.12], [-0.05, -0.06, 0.05], [0.02, 0.03, 0.06], [0.01, -0.06, -0.02], [0.17, 0.03, 0.03], [-0.11, 0.00, -0.01], [-0.04, -0.02, 0.02], [0.08, -0.01, -0.07], [-0.09, -0.02, 0.06], [0.00, 0.02, 0.01], [0.00, -0.04, 0.01], [0.01, -0.01, -0.01], [0.00, 0.01, 0.01], [-0.01, -0.01, -0.04], [0.03, -0.01, -0.04], [0.06, 0.03, 0.04], [0.01, 0.01, -0.02], [0.00, 0.04, 0.18], [0.01, -0.05, -0.10], [0.04, 0.12, -0.17], [-0.12, 0.01, -0.03], [-0.07, -0.05, 0.03], [0.10, -0.02, 0.04], [0.03, -0.02, -0.05], [0.00, -0.01, 0.01], [-0.01, -0.03, -0.03], [0.01, 0.02, -0.01], [-0.01, -0.01, -0.02], [-0.02, 0.00, 0.00], [0.00, 0.01, 0.00], [-0.01, -0.05, 0.13], [0.00, 0.02, 0.02], [0.02, 0.01, -0.04], [-0.03, 0.05, 0.00], [0.02, 0.00, 0.01], [0.01, 0.01, 0.00], [-0.01, -0.01, -0.01], [0.03, 0.05, 0.04], [-0.12, -0.07, -0.12], [-0.25, -0.01, 0.27], [-0.06, 0.10, 0.01], [0.04, -0.03, 0.05], [0.06, -0.15, -0.08], [-0.01, 0.04, 0.01], [0.10, 0.01, 0.03], [-0.07, 0.01, -0.01], [0.07, 0.10, 0.01], [0.00, -0.05, -0.02]], "charge": -1, "multiplicity": 1, "e_above_lowest_kcal_mol": 2.2, "orbital_gap_ev": 7.00, "e_homo_ev": -5.11}